(1)
{
  "formula": "C21H31NOOsP2S",
  "method": "the ωB97M-V functional and the def2-TZVPD basis",
  "orbital_gap_ev": [6.7650, 4.6159],
  "s_squared": 6.056,
  "multiplicity": 5,
  "charge": 2,
  "lumo_ev": [-6.43, -9.32],
  "symbols": ["C", "C", "C", "C", "C", "C", "C", "C", "C", "C", "C", "C", "C", "H", "H", "H", "H", "H", "H", "H", "N", "Os", "C", "H", "H", "C", "H", "H", "P", "P", "C", "H", "H", "H", "C", "H", "H", "H", "C", "H", "H", "H", "C", "H", "H", "H", "H", "H", "C", "S", "C", "O", "H", "H", "H", "H", "H", "H"],
  "positions_angstrom": [[-1.095, 1.429, -4.365], [-0.761, 1.559, -3.017], [-1.764, 1.238, -2.067], [-2.913, 0.522, -2.434], [-3.212, 0.373, -3.793], [-2.320, 0.879, -4.761], [-3.507, -0.278, -1.276], [-3.744, 0.655, -0.119], [-2.565, 1.329, 0.247], [-2.369, 1.757, 1.571], [-3.460, 1.690, 2.431], [-4.662, 1.085, 2.055], [-4.786, 0.478, 0.791], [-0.356, 1.755, -5.119], [-4.164, -0.076, -4.116], [-2.538, 0.784, -5.834], [-4.371, -0.864, -1.604], [-3.345, 2.111, 3.428], [-5.483, 1.039, 2.754], [-5.711, -0.022, 0.485], [-1.496, 1.378, -0.683], [-0.266, -0.082, -0.201], [0.642, 1.754, -2.519], [0.725, 2.601, -1.823], [1.325, 1.922, -3.359], [-0.965, 2.072, 1.994], [-0.545, 2.920, 1.435], [-0.929, 2.309, 3.057], [1.257, 0.209, -1.599], [0.196, 0.658, 1.753], [-0.231, -0.422, 3.121], [0.480, -1.251, 3.188], [-0.193, 0.168, 4.040], [-1.240, -0.823, 2.996], [1.772, 1.350, 2.141], [1.782, 1.616, 3.200], [2.588, 0.645, 1.962], [1.964, 2.261, 1.570], [1.524, -0.950, -2.955], [2.260, -0.563, -3.649], [1.890, -1.881, -2.538], [0.605, -1.144, -3.490], [2.913, 0.672, -1.125], [3.335, -0.066, -0.444], [3.558, 0.720, -2.002], [2.957, 1.640, -0.636], [-2.804, -1.026, -0.953], [0.638, -1.365, -0.171], [3.174, -4.337, 1.696], [3.188, -2.700, 2.453], [4.909, -2.549, 2.991], [3.006, -1.705, 1.338], [3.645, -5.045, 2.372], [3.692, -4.292, 0.740], [2.127, -4.609, 1.552], [5.518, -2.354, 2.121], [4.933, -1.714, 3.678], [5.192, -3.458, 3.495]]
}

(2)
{
  "formula": "C21H31NPdSSb2Te",
  "method": "the ωB97M-V functional and the def2-TZVPD basis",
  "orbital_gap_ev": 6.2914,
  "e_above_lowest_kcal_mol": 28.1,
  "multiplicity": 1,
  "charge": 2,
  "lumo_ev": -7.71,
  "symbols": ["Pd", "C", "Sb", "C", "C", "C", "C", "C", "C", "C", "C", "C", "Sb", "C", "C", "H", "H", "H", "H", "H", "H", "H", "H", "H", "H", "H", "H", "H", "H", "H", "H", "H", "H", "H", "H", "S", "C", "N", "C", "C", "C", "C", "C", "C", "H", "H", "H", "H", "H", "C", "Te", "C", "H", "H", "H", "H", "H", "H"],
  "positions_angstrom": [[0.519, 0.643, -1.120], [3.555, -1.329, 0.966], [1.757, -0.246, 0.992], [2.224, 1.430, 2.183], [0.650, -1.381, 2.356], [0.495, -2.794, 1.821], [1.464, -3.745, 2.121], [1.365, -5.049, 1.656], [0.281, -5.425, 0.878], [-0.694, -4.489, 0.580], [-0.597, -3.176, 1.040], [-1.699, -2.213, 0.697], [-1.286, -1.101, -1.063], [-3.107, -0.250, -1.666], [-0.928, -2.613, -2.465], [3.458, -2.229, 0.365], [3.760, -1.582, 2.005], [4.345, -0.694, 0.570], [2.707, 1.079, 3.094], [1.298, 1.950, 2.419], [2.894, 2.107, 1.657], [-0.282, -0.844, 2.522], [1.195, -1.384, 3.301], [2.297, -3.472, 2.760], [2.123, -5.774, 1.923], [0.184, -6.443, 0.525], [-1.558, -4.785, -0.005], [-1.981, -1.538, 1.503], [-2.597, -2.736, 0.357], [-3.804, -1.087, -1.726], [-2.987, 0.211, -2.643], [-3.457, 0.487, -0.947], [-1.734, -3.345, -2.416], [0.019, -3.091, -2.232], [-0.903, -2.180, -3.464], [0.363, 5.292, 0.245], [0.763, 3.757, -0.385], [0.035, 2.747, -0.002], [-0.950, 3.194, 0.881], [-1.897, 2.380, 1.513], [-2.801, 2.968, 2.365], [-2.778, 4.356, 2.600], [-1.850, 5.166, 1.990], [-0.929, 4.563, 1.125], [1.605, 3.672, -1.058], [-1.910, 1.311, 1.333], [-3.543, 2.362, 2.867], [-3.500, 4.791, 3.278], [-1.833, 6.230, 2.179], [0.649, 3.049, -3.884], [-0.062, 1.074, -3.639], [1.651, 0.131, -4.426], [1.642, 3.150, -3.457], [-0.054, 3.724, -3.405], [0.675, 3.235, -4.955], [1.686, 0.424, -5.472], [1.517, -0.943, -4.336], [2.545, 0.451, -3.899]]
}

(3)
{
  "formula": "C21H32BCoN10S",
  "method": "the ωB97M-V functional and the def2-TZVPD basis",
  "orbital_gap_ev": [9.6841, 5.0019],
  "s_squared": 8.777,
  "multiplicity": 6,
  "charge": 3,
  "lumo_ev": [-8.00, -12.64],
  "symbols": ["Co", "C", "C", "N", "N", "C", "B", "N", "C", "C", "C", "N", "N", "C", "C", "C", "N", "N", "C", "C", "C", "N", "H", "H", "H", "H", "H", "H", "H", "H", "H", "H", "H", "H", "C", "C", "C", "C", "N", "C", "S", "N", "C", "C", "C", "C", "H", "H", "H", "H", "H", "H", "H", "H", "H", "H", "H", "H", "H", "H", "H", "H", "H", "H", "H", "H"],
  "positions_angstrom": [[0.024, 0.738, -0.560], [1.564, 4.584, 0.162], [0.756, 3.551, 0.615], [0.874, 2.486, -0.180], [1.758, 2.814, -1.167], [2.176, 4.080, -0.963], [2.082, 1.816, -2.320], [2.506, 0.428, -1.730], [3.603, -0.318, -1.961], [3.527, -1.477, -1.215], [2.325, -1.373, -0.533], [1.712, -0.226, -0.840], [0.786, 1.624, -3.161], [0.391, 1.937, -4.415], [-0.924, 1.574, -4.589], [-1.301, 1.042, -3.364], [-0.280, 1.076, -2.506], [3.328, 2.364, -3.083], [3.636, 2.608, -4.318], [5.000, 3.097, -4.344], [5.410, 3.068, -2.984], [4.448, 2.625, -2.226], [1.689, 5.563, 0.593], [0.097, 3.532, 1.470], [2.871, 4.567, -1.628], [4.380, 0.001, -2.636], [4.246, -2.278, -1.174], [1.879, -2.067, 0.163], [1.035, 2.423, -5.122], [-1.528, 1.690, -5.473], [-2.261, 0.650, -3.066], [2.977, 2.448, -5.153], [5.585, 3.355, -5.217], [6.367, 3.344, -2.565], [-4.204, -3.476, 2.215], [-4.638, -3.675, 0.760], [-3.515, -3.982, -0.232], [-2.458, -2.899, -0.392], [-1.580, -2.825, 0.796], [-1.117, -1.741, 1.360], [-1.635, -0.185, 0.681], [-0.377, -1.730, 2.443], [0.081, -0.535, 3.183], [-0.227, -0.679, 4.665], [-1.721, -0.761, 4.973], [-2.467, 0.542, 4.692], [-5.071, -3.468, 2.872], [-3.690, -2.522, 2.373], [-3.551, -4.287, 2.553], [-5.197, -2.801, 0.414], [-5.340, -4.506, 0.712], [-3.942, -4.139, -1.223], [-3.017, -4.921, 0.038], [-2.941, -1.921, -0.520], [-1.838, -3.091, -1.269], [-1.338, -3.717, 1.215], [-0.159, -2.622, 2.874], [-0.447, 0.333, 2.776], [1.149, -0.397, 3.012], [0.213, 0.186, 5.166], [0.298, -1.559, 5.052], [-1.833, -1.027, 6.023], [-2.179, -1.585, 4.414], [-2.047, 1.365, 5.271], [-3.518, 0.451, 4.961], [-2.432, 0.829, 3.635]]
}

(4)
{
  "formula": "C21H32Cl3GeN3O10P2Re",
  "method": "the ωB97M-V functional and the def2-TZVPD basis",
  "orbital_gap_ev": [7.7951, 7.2701],
  "s_squared": 2.023,
  "multiplicity": 3,
  "charge": 1,
  "lumo_ev": [-3.76, -4.29],
  "symbols": ["Re", "O", "C", "C", "O", "O", "C", "C", "C", "C", "C", "C", "C", "C", "C", "C", "C", "C", "H", "H", "H", "H", "H", "H", "H", "H", "H", "H", "H", "N", "C", "C", "P", "O", "O", "O", "P", "O", "O", "O", "H", "H", "H", "H", "H", "H", "H", "H", "Cl", "Ge", "Cl", "Cl", "C", "N", "C", "C", "O", "N", "C", "C", "H", "H", "H", "H", "H", "H", "H", "H", "H", "H", "H", "H", "H"],
  "positions_angstrom": [[0.000, 0.000, 0.000], [1.066, -0.084, 1.620], [0.487, -0.898, 2.645], [-0.944, -1.492, 2.014], [-1.626, -2.242, 2.790], [-1.252, -1.160, 0.816], [1.478, -2.051, 2.948], [1.109, -3.156, 3.739], [2.007, -4.186, 4.040], [3.308, -4.142, 3.554], [3.705, -3.072, 2.761], [2.803, -2.043, 2.464], [0.209, 0.005, 3.873], [0.684, 1.331, 3.949], [0.452, 2.136, 5.071], [-0.267, 1.639, 6.151], [-0.760, 0.340, 6.104], [-0.524, -0.461, 4.981], [1.921, 0.404, 1.733], [0.093, -3.244, 4.119], [1.674, -5.023, 4.645], [4.002, -4.945, 3.779], [4.713, -3.035, 2.360], [3.155, -1.242, 1.822], [1.226, 1.774, 3.120], [0.826, 3.155, 5.088], [-0.458, 2.263, 7.018], [-1.343, -0.058, 6.929], [-0.952, -1.461, 4.973], [-0.041, 4.902, 0.260], [-1.108, 3.789, -0.087], [-2.404, 4.511, -0.431], [-0.388, 2.784, -1.528], [-1.145, 3.426, -2.811], [1.026, 3.332, -1.636], [-0.757, 1.338, -1.501], [-1.272, 2.744, 1.518], [-2.835, 2.870, 1.912], [-0.520, 3.616, 2.515], [-0.968, 1.299, 1.307], [-0.304, 5.839, -0.006], [0.788, 4.546, -0.271], [0.115, 4.741, 1.282], [-2.272, 5.192, -1.277], [-2.772, 5.094, 0.420], [-3.178, 3.786, -0.703], [-0.824, 2.906, -3.572], [-2.959, 2.270, 2.671], [-0.729, -3.454, -1.591], [-1.117, -1.344, -1.883], [-0.311, -0.719, -3.792], [-3.254, -0.993, -1.851], [4.315, 2.284, -2.417], [3.165, 1.605, -1.857], [2.673, 0.465, -2.627], [2.464, 1.876, -0.699], [1.500, 1.147, -0.421], [2.788, 2.916, 0.150], [1.947, 3.072, 1.337], [3.840, 3.921, 0.094], [4.640, 1.821, -3.354], [5.150, 2.217, -1.715], [4.047, 3.320, -2.642], [3.262, 0.293, -3.531], [1.633, 0.649, -2.916], [2.717, -0.435, -2.005], [1.144, 2.335, 1.416], [1.492, 4.068, 1.316], [2.577, 2.983, 2.228], [4.505, 3.874, -0.753], [4.452, 3.829, 0.998], [3.371, 4.910, 0.089], [1.185, -1.181, -0.416]]
}

Number 1: energy -2119.66634 Ha. Number 2: energy -2147.58690 Ha. Number 3: energy -3171.85298 Ha. Number 4: energy -5954.60165 Ha.